w.
Molecular formula: C4H12O
Method: DFT, ωB97M-V/def2-TZVPD

Results
Charge ... 0
Gap between HOMO and LUMO ... 11.1712 eV
Highest occupied orbital energy ... -10.182 eV

Structure (XYZ):
```
17
Properties=species:S:1:pos:R:3:lowdin_charge:R:1
C 0.62 -1.24 -0.29 -0.091
C -0.21 -2.53 -0.39 -0.240
O -1.58 -2.03 -0.62 -0.131
H -0.06 -0.40 -0.38 0.043
H 1.46 -1.20 -1.00 0.072
H 1.27 -1.18 0.59 0.069
H 0.26 -2.97 -1.25 0.091
H -0.49 -3.09 0.50 0.112
H -2.25 -2.60 -0.22 0.070
C 0.82 1.98 0.65 -0.185
C -0.57 2.30 0.11 -0.173
H 1.11 2.88 1.22 0.063
H 0.84 1.16 1.37 0.052
H 1.62 1.95 -0.09 0.066
H -1.29 2.38 0.93 0.068
H -0.50 3.08 -0.62 0.060
H -1.05 1.52 -0.50 0.050
```

---

x.
Molecular formula: C4H12O
Method: DFT, ωB97M-V/def2-TZVPD

Results
Charge ... 0
Gap between HOMO and LUMO ... 11.1010 eV
Highest occupied orbital energy ... -10.245 eV

Structure (XYZ):
```
17
Properties=species:S:1:pos:R:3:lowdin_charge:R:1
C 1.52 -1.37 -0.20 -0.085
C 0.65 -1.44 -1.49 -0.341
O 0.04 -2.70 -1.56 -0.120
H 2.54 -1.69 -0.67 0.093
H 1.36 -2.27 0.50 0.100
H 1.69 -0.44 0.23 0.018
H -0.12 -0.72 -1.63 0.087
H 1.42 -1.55 -2.38 0.143
H -0.69 -2.75 -0.90 0.105
C -0.92 3.07 0.88 -0.146
C -1.23 2.25 2.17 -0.152
H -0.04 2.55 0.38 0.083
H -1.87 3.03 0.42 0.035
H -0.82 4.14 0.90 0.045
H -2.28 2.18 2.44 0.062
H -0.81 2.77 2.99 0.038
H -0.85 1.27 2.07 0.037
```

---

Result of the stability comparison: x is the least stable of them.

---

w.
Molecular formula: C4H12O3
Method: DFT, ωB97M-V/def2-TZVPD

Results
Charge ... 0
Gap between HOMO and LUMO ... 8.9902 eV
Highest occupied orbital energy ... -8.436 eV

Structure (XYZ):
```
19
Properties=species:S:1:pos:R:3:lowdin_charge:R:1
C -0.55 2.51 -0.59 -0.086
C -0.96 1.52 0.48 -0.124
C -1.17 0.22 0.26 -0.397
C -0.92 -0.85 1.32 -0.031
O -1.25 -0.24 -1.03 0.021
H -0.82 2.25 -1.63 0.063
H 0.53 2.42 -0.61 0.082
H -1.06 3.46 -0.42 0.075
H -0.82 1.88 1.49 0.100
H -1.65 -1.67 1.31 0.080
H -1.20 -0.34 2.25 0.081
H 0.13 -1.16 1.37 0.068
H -1.45 0.50 -1.59 0.067
O 1.68 -2.81 -0.53 -0.046
H 1.37 -3.18 0.31 0.063
H 0.89 -2.65 -1.07 0.070
O 2.52 -0.29 -0.16 -0.085
H 2.66 -0.41 -1.10 0.022
H 2.08 -1.16 -0.06 -0.024
```

---

x.
Molecular formula: C4H12O3
Method: DFT, ωB97M-V/def2-TZVPD

Results
Charge ... 0
Gap between HOMO and LUMO ... 8.8622 eV
Highest occupied orbital energy ... -8.511 eV

Structure (XYZ):
```
19
Properties=species:S:1:pos:R:3:lowdin_charge:R:1
C -0.58 -1.58 2.29 -0.109
C 0.23 -1.34 1.07 -0.179
C -0.11 -0.94 -0.13 -0.350
C 0.77 -0.94 -1.44 -0.026
O -1.46 -0.57 -0.56 -0.054
H -0.95 -0.56 2.55 0.095
H -1.31 -2.36 2.05 0.074
H 0.00 -2.26 2.97 0.080
H 1.29 -1.47 1.26 0.102
H 0.93 0.22 -1.55 0.092
H 1.61 -1.63 -1.25 0.077
H -0.03 -1.29 -2.13 0.088
H -1.24 0.17 -1.17 0.033
O 1.10 2.78 0.41 -0.098
H 0.32 2.23 0.48 0.009
H 1.22 3.32 1.30 0.115
O -0.60 1.70 -2.10 -0.047
H -0.13 2.16 -1.41 0.011
H -1.06 2.36 -2.66 0.087
```

---

y.
Molecular formula: C4H12O3
Method: DFT, ωB97M-V/def2-TZVPD

Results
Charge ... 0
Gap between HOMO and LUMO ... 10.6626 eV
Highest occupied orbital energy ... -9.956 eV

Structure (XYZ):
```
19
Properties=species:S:1:pos:R:3:lowdin_charge:R:1
C 2.10 -0.61 0.11 -0.083
C 0.97 0.23 0.69 -0.382
C 1.26 0.92 2.05 -0.066
C 0.62 1.36 -0.36 -0.184
O 0.08 1.23 -1.48 0.001
H 2.24 -1.50 0.79 0.095
H 1.84 -0.95 -0.89 0.080
H 3.08 -0.13 0.15 0.078
H 0.15 -0.50 0.74 0.132
H 1.27 0.14 2.82 0.083
H 2.22 1.39 2.03 0.070
H 0.47 1.64 2.17 0.065
H 0.97 2.38 -0.01 0.134
O -3.00 -2.77 -2.79 -0.076
H -3.42 -3.58 -3.12 0.030
H -3.68 -2.11 -2.57 0.045
O -2.47 0.57 -0.03 -0.086
H -1.86 0.90 -0.71 0.005
H -2.83 1.39 0.41 0.057
```

---

Result of the stability comparison: x is the least stable of them.

---

w.
Molecular formula: C4H12O3
Method: DFT, ωB97M-V/def2-TZVPD

Results
Charge ... 0
Gap between HOMO and LUMO ... 10.7292 eV
Highest occupied orbital energy ... -9.959 eV

Structure (XYZ):
```
19
Properties=species:S:1:pos:R:3:lowdin_charge:R:1
O -1.68 0.25 -1.24 -0.035
C -0.33 0.63 -1.28 -0.312
C 0.41 0.22 0.00 -0.169
C 0.06 1.14 1.22 -0.180
C -0.46 0.35 2.41 -0.275
O 0.63 -0.41 2.94 -0.080
H -2.02 0.62 -2.05 0.079
H -0.11 1.70 -1.40 0.114
H 0.30 0.18 -2.07 0.101
H -0.13 -0.70 0.26 0.108
H 1.46 -0.04 -0.04 0.111
H 0.95 1.70 1.50 0.108
H -0.76 1.80 0.90 0.108
H -0.91 0.99 3.17 0.113
H -1.23 -0.34 2.09 0.111
H 0.65 -0.40 3.91 0.084
O 0.96 -2.38 -3.09 -0.060
H 1.83 -2.57 -3.45 0.031
H 0.38 -2.75 -3.77 0.042
```

---

x.
Molecular formula: C4H12O3
Method: DFT, ωB97M-V/def2-TZVPD

Results
Charge ... 0
Gap between HOMO and LUMO ... 10.5833 eV
Highest occupied orbital energy ... -9.911 eV

Structure (XYZ):
```
19
Properties=species:S:1:pos:R:3:lowdin_charge:R:1
C -0.18 -0.95 -1.47 -0.109
C 1.12 -1.38 -0.69 -0.198
C 0.76 -1.17 0.90 -0.132
C 1.70 -0.17 1.44 -0.329
O 1.48 0.60 2.31 0.066
H 0.08 -1.24 -2.51 0.077
H -0.35 0.18 -1.43 0.096
H -0.97 -1.51 -1.24 0.013
H 1.86 -0.71 -1.12 0.090
H 1.49 -2.34 -0.93 0.073
H 0.51 -2.16 1.41 0.148
H -0.22 -0.67 0.87 0.079
H 2.75 -0.20 1.02 0.133
O -2.36 1.11 2.34 -0.079
H -1.81 1.10 3.17 0.064
H -2.06 0.31 1.89 0.005
O -0.88 3.19 -1.93 -0.142
H -1.66 3.28 -1.27 0.070
H -1.27 2.72 -2.76 0.075
```

---

y.
Molecular formula: C4H12O3
Method: DFT, ωB97M-V/def2-TZVPD

Results
Charge ... 0
Gap between HOMO and LUMO ... 10.0314 eV
Highest occupied orbital energy ... -9.394 eV

Structure (XYZ):
```
19
Properties=species:S:1:pos:R:3:lowdin_charge:R:1
C 0.73 -1.08 -1.78 -0.035
C -0.30 -1.24 -0.51 -0.388
O -1.57 -1.31 -1.06 -0.110
C 0.14 -0.14 0.58 -0.094
C -1.13 0.57 1.09 -0.248
O -0.98 0.64 2.47 -0.068
H 0.20 -1.10 -2.67 0.039
H 1.35 -1.93 -1.71 0.051
H 1.37 -0.24 -1.86 0.041
H -0.10 -2.38 -0.34 0.162
H -1.78 -0.44 -1.64 0.174
H 0.52 -0.89 1.20 0.092
H 1.03 0.35 0.27 0.051
H -1.39 1.59 0.81 0.115
H -1.97 -0.10 0.78 0.118
H -1.63 0.12 2.94 0.084
O 1.90 2.54 0.86 -0.050
H 1.48 3.21 0.47 -0.052
H 2.14 1.83 0.09 0.118
```

---

z.
Molecular formula: C4H12O3
Method: DFT, ωB97M-V/def2-TZVPD

Results
Charge ... 0
Gap between HOMO and LUMO ... 7.5262 eV
Highest occupied orbital energy ... -8.017 eV

Structure (XYZ):
```
19
Properties=species:S:1:pos:R:3:lowdin_charge:R:1
C -0.14 -2.18 -2.54 -0.101
C -0.46 -1.45 -1.25 -0.113
C 0.28 -0.38 -0.78 -0.130
C 1.14 -0.30 0.44 -0.224
O 0.58 -0.96 1.60 -0.099
H 0.86 -1.90 -2.88 0.063
H -0.61 -1.97 -3.51 0.070
H 0.00 -3.25 -2.31 0.081
H -1.09 -2.08 -0.60 0.099
H -0.18 0.59 -1.01 0.099
H 2.03 -0.88 0.18 0.119
H 1.30 0.77 0.65 0.114
H 1.13 -1.63 2.00 0.089
O -0.49 3.57 -1.23 -0.054
H -0.59 3.22 -0.35 0.023
H 0.08 3.04 -1.79 0.023
O -0.81 1.02 3.15 -0.077
H -0.33 0.42 2.56 -0.016
H -1.40 0.42 3.62 0.032
```

---

Result of the stability comparison: z is the least stable of them.

---

w.
Molecular formula: C4H12O3
Method: DFT, ωB97M-V/def2-TZVPD

Results
Charge ... 0
Gap between HOMO and LUMO ... 9.2960 eV
Highest occupied orbital energy ... -8.897 eV

Structure (XYZ):
```
19
Properties=species:S:1:pos:R:3:lowdin_charge:R:1
C 2.51 3.22 0.45 -0.088
C 1.81 2.17 1.35 -0.114
C 0.68 1.60 0.98 -0.369
C -0.36 0.94 2.00 -0.012
O 0.13 1.68 -0.30 0.002
H 3.42 2.84 -0.02 0.064
H 1.87 3.68 -0.30 0.062
H 2.60 4.05 1.18 0.074
H 2.19 2.21 2.34 0.087
H -0.90 0.17 1.49 0.046
H 0.23 0.51 2.80 0.072
H -1.05 1.77 2.14 0.080
H -0.14 0.78 -0.52 0.094
O -2.47 -5.98 -1.98 -0.068
H -2.85 -6.51 -1.27 0.029
H -2.24 -5.14 -1.56 0.009
O -1.86 -2.91 -2.64 -0.054
H -2.55 -2.41 -3.09 0.049
H -1.02 -2.69 -3.05 0.035
```

---

x.
Molecular formula: C4H12O3
Method: DFT, ωB97M-V/def2-TZVPD

Results
Charge ... 0
Gap between HOMO and LUMO ... 10.0257 eV
Highest occupied orbital energy ... -9.299 eV

Structure (XYZ):
```
19
Properties=species:S:1:pos:R:3:lowdin_charge:R:1
C 0.97 1.33 2.59 -0.128
C 0.74 0.13 1.70 -0.158
C 1.82 -0.24 0.98 -0.095
C 1.67 -1.43 0.00 -0.245
O 2.62 -1.16 -1.04 -0.074
H 0.37 2.19 2.37 0.059
H 1.98 1.73 2.50 0.059
H 0.80 1.01 3.68 0.095
H -0.24 0.00 1.27 0.104
H 2.72 0.36 0.90 0.107
H 1.74 -2.27 0.71 0.104
H 0.72 -1.66 -0.50 0.119
H 3.25 -0.55 -0.65 0.054
O -4.21 -0.42 -0.92 -0.062
H -3.30 -0.49 -0.62 0.017
H -4.83 -0.70 -0.24 0.028
O -2.17 1.36 -2.41 -0.055
H -2.44 2.26 -2.60 0.035
H -1.87 1.00 -3.25 0.036
```

---

y.
Molecular formula: C4H12O3
Method: DFT, ωB97M-V/def2-TZVPD

Results
Charge ... 0
Gap between HOMO and LUMO ... 11.0808 eV
Highest occupied orbital energy ... -10.270 eV

Structure (XYZ):
```
19
Properties=species:S:1:pos:R:3:lowdin_charge:R:1
O -2.86 -0.89 1.53 -0.067
C -1.69 -0.57 0.78 -0.275
C -2.00 -0.90 -0.71 -0.199
C -0.76 -1.14 -1.57 -0.193
C 0.21 0.00 -1.50 -0.275
O -0.33 1.31 -1.61 -0.059
H -2.63 -0.76 2.45 0.077
H -1.46 0.47 1.01 0.119
H -0.77 -1.16 0.99 0.115
H -2.77 -0.17 -0.92 0.109
H -2.63 -1.80 -0.66 0.113
H -1.18 -1.38 -2.55 0.113
H -0.35 -2.09 -1.21 0.121
H 0.98 -0.05 -2.27 0.116
H 0.67 -0.10 -0.51 0.111
H -1.23 1.23 -1.92 0.074
O 6.49 2.53 3.20 -0.046
H 5.85 3.24 3.17 0.029
H 6.46 2.23 2.31 0.017
```

---

Result of the stability comparison: x is the least stable of them.

---

w.
Molecular formula: C4H12O3
Method: DFT, ωB97M-V/def2-TZVPD

Results
Charge ... 0
Gap between HOMO and LUMO ... 10.4032 eV
Highest occupied orbital energy ... -10.057 eV

Structure (XYZ):
```
19
Properties=species:S:1:pos:R:3:lowdin_charge:R:1
O -0.50 -2.31 0.36 -0.138
C -1.18 -2.04 -0.89 -0.248
C -1.32 -0.53 -0.96 -0.214
C -0.05 0.28 -0.92 -0.209
C -0.10 1.64 -0.28 -0.361
O 1.12 2.26 -0.22 -0.045
H 0.22 -1.69 0.63 0.071
H -2.08 -2.68 -0.69 0.132
H -0.49 -2.45 -1.70 0.130
H -1.89 -0.35 -0.04 0.103
H -2.18 -0.30 -1.71 0.148
H 0.95 -0.03 -0.40 0.146
H 0.33 0.37 -1.96 0.126
H -0.79 2.17 -0.86 0.102
H -0.51 1.49 0.71 0.123
H 1.15 2.26 0.79 0.106
O 2.58 0.95 2.58 -0.055
H 1.88 0.90 3.23 0.037
H 2.85 0.05 2.34 0.048
```

---

x.
Molecular formula: C4H12O3
Method: DFT, ωB97M-V/def2-TZVPD

Results
Charge ... 0
Gap between HOMO and LUMO ... 10.1983 eV
Highest occupied orbital energy ... -9.656 eV

Structure (XYZ):
```
19
Properties=species:S:1:pos:R:3:lowdin_charge:R:1
C 0.74 -1.09 -2.04 -0.066
C -0.18 -0.40 -0.99 -0.374
O 0.33 0.95 -0.62 -0.084
C -0.40 -1.13 0.35 -0.155
C -1.35 -0.40 1.28 -0.255
O -0.90 0.76 2.01 -0.089
H 0.67 -0.65 -3.05 0.072
H 0.33 -2.06 -2.24 0.063
H 1.84 -0.94 -1.87 0.095
H -1.17 -0.42 -1.59 0.158
H -0.24 1.55 -1.17 0.122
H -0.79 -2.12 0.20 0.111
H 0.52 -1.28 0.87 0.120
H -2.25 -0.14 0.80 0.092
H -1.63 -1.18 2.07 0.135
H -0.19 1.14 1.45 0.029
O 1.55 2.27 1.84 -0.069
H 1.74 1.92 0.94 0.045
H 1.40 3.22 1.78 0.050
```

---

y.
Molecular formula: C4H12O3
Method: DFT, ωB97M-V/def2-TZVPD

Results
Charge ... 0
Gap between HOMO and LUMO ... 9.1871 eV
Highest occupied orbital energy ... -8.538 eV

Structure (XYZ):
```
19
Properties=species:S:1:pos:R:3:lowdin_charge:R:1
C 0.41 2.14 1.09 -0.076
C 1.34 1.02 0.69 -0.113
C 1.00 -0.26 0.54 -0.409
C 1.88 -1.43 0.25 -0.037
O -0.30 -0.65 0.84 0.030
H 0.84 3.06 0.84 0.054
H -0.55 1.93 0.62 0.056
H 0.25 2.11 2.16 0.079
H 2.32 1.23 0.28 0.099
H 1.77 -1.77 -0.78 0.085
H 2.93 -1.11 0.14 0.079
H 1.80 -2.22 0.98 0.086
H -0.61 -1.32 0.28 0.049
O -1.71 0.86 -1.48 -0.042
H -0.80 0.92 -1.17 0.020
H -1.59 1.13 -2.39 0.046
O -2.65 -2.04 -0.86 -0.056
H -2.78 -1.20 -1.32 0.015
H -3.54 -2.37 -0.72 0.037
```

---

Result of the stability comparison: w is the least stable of them.

---

w.
Molecular formula: C3H4N2
Method: DFT, ωB97M-V/def2-TZVPD

Results
Charge ... 0
Gap between HOMO and LUMO ... 11.0282 eV
Highest occupied orbital energy ... -10.327 eV

Structure (XYZ):
```
9
Properties=species:S:1:pos:R:3:lowdin_charge:R:1
N -0.02 2.00 -1.51 0.154
C 0.29 0.91 -1.21 -0.170
C -0.14 -0.30 -0.55 -0.334
C 0.46 -0.67 0.74 -0.137
N -0.87 -0.07 0.69 0.032
H -0.62 -0.98 -1.25 0.137
H 0.47 -1.71 1.05 0.103
H 1.30 -0.06 1.07 0.113
H -0.86 0.91 0.95 0.102
```

---

x.
Molecular formula: C3H4N2
Method: DFT, ωB97M-V/def2-TZVPD

Results
Charge ... 0
Gap between HOMO and LUMO ... 10.5483 eV
Highest occupied orbital energy ... -9.346 eV

Structure (XYZ):
```
9
Properties=species:S:1:pos:R:3:lowdin_charge:R:1
C 0.57 0.76 0.28 -0.107
C 1.05 -0.53 0.09 -0.173
N 0.05 -1.40 -0.05 0.031
N -1.05 -0.65 -0.05 -0.050
C -0.80 0.68 0.13 -0.152
H 1.06 1.72 0.39 0.095
H 2.08 -0.84 -0.04 0.094
H -1.94 -1.13 -0.07 0.145
H -0.94 1.41 -0.66 0.116
```

---

Result of the stability comparison: w is the least stable of them.

---

w.
Molecular formula: C3H4N2
Method: DFT, ωB97M-V/def2-TZVPD

Results
Charge ... 0
Gap between HOMO and LUMO ... 9.5287 eV
Highest occupied orbital energy ... -8.629 eV

Structure (XYZ):
```
9
Properties=species:S:1:pos:R:3:lowdin_charge:R:1
N 2.21 0.99 -0.69 0.111
C 1.48 0.08 -0.28 -0.123
C 0.34 -0.35 0.11 -0.333
C -1.05 -0.57 -0.20 -0.095
N -0.59 -0.05 1.12 0.063
H 1.48 1.71 -0.78 0.075
H -1.58 0.17 -0.80 0.108
H -1.38 -1.59 -0.31 0.099
H -0.58 -0.74 1.86 0.096
```

---

x.
Molecular formula: C3H4N2
Method: DFT, ωB97M-V/def2-TZVPD

Results
Charge ... 0
Gap between HOMO and LUMO ... 11.0237 eV
Highest occupied orbital energy ... -9.817 eV

Structure (XYZ):
```
9
Properties=species:S:1:pos:R:3:lowdin_charge:R:1
C 1.71 -0.14 0.86 0.048
C 1.04 0.12 -0.12 -0.242
C 0.04 0.34 -1.19 -0.119
H 2.26 -0.39 1.69 0.003
H 0.47 0.60 -2.20 0.094
H -0.58 1.16 -0.86 0.072
H -0.37 -0.68 -1.29 0.060
N 0.81 -3.13 1.20 0.055
N 0.40 -2.48 0.41 0.029
```

---

Result of the stability comparison: w is the least stable of them.

---

w.
Molecular formula: C2H4ClNO2
Method: DFT, ωB97M-V/def2-TZVPD

Results
Charge ... 0
Gap between HOMO and LUMO (alpha / beta) ... 8.2551 / 8.2539 eV
Highest occupied orbital energy (alpha / beta) ... -9.847 / -9.846 eV

Structure (XYZ):
```
10
Properties=species:S:1:pos:R:3:lowdin_charge:R:1
C 1.68 0.22 0.88 0.053
C -2.11 -0.33 -0.66 -0.665
N 0.69 0.66 0.22 -0.179
O -0.87 -0.42 0.05 -0.261
O 0.47 1.65 -0.36 0.090
Cl -3.25 0.45 0.44 0.544
H 2.52 0.86 1.10 0.090
H 1.71 -0.95 1.29 0.169
H -2.55 -1.27 -1.03 0.084
H -1.96 0.41 -1.49 0.076
```

---

x.
Molecular formula: C2H4ClNO2
Method: DFT, ωB97M-V/def2-TZVPD

Results
Charge ... 0
Gap between HOMO and LUMO ... 9.6044 eV
Highest occupied orbital energy ... -9.981 eV

Structure (XYZ):
```
10
Properties=species:S:1:pos:R:3:lowdin_charge:R:1
O -1.78 -2.99 0.15 -0.019
N -1.22 -2.42 0.98 -0.432
Cl 0.53 -2.66 1.12 0.471
C 0.49 1.64 0.16 -0.025
C 0.31 0.51 -0.87 -0.293
O -0.50 -0.37 -0.79 -0.029
H 0.98 1.37 1.00 0.040
H 0.86 2.56 -0.23 0.071
H -0.49 1.86 0.47 0.064
H 0.83 0.49 -1.97 0.151
```

---

Result of the stability comparison: w is the least stable of them.